[1]
DFT (ωB97M-V with the def2-TZVPD basis set) results for a molecular structure, C24H54N6O22Zr.

Geometry as ORCA input:
```
! wB97M-V def2-TZVPD RIJCOSX def2/J DEFGRID3
* xyz 2 1
Zr -1.648 -0.711 0.133
O -0.310 0.663 -0.820
C 1.075 0.496 -0.524
C 1.311 -0.314 0.765
O 0.264 -1.195 1.128
H 1.558 1.477 -0.465
H 1.609 -0.015 -1.332
H 1.609 0.279 1.637
H 2.231 -0.881 0.562
C 3.345 3.761 0.826
N 3.971 4.621 1.850
O 4.030 5.803 1.581
O 4.353 4.121 2.888
H 3.011 2.816 1.242
H 3.972 3.733 -0.059
H 2.450 4.299 0.508
C 4.939 1.229 -1.725
N 4.445 2.268 -2.672
O 5.054 2.480 -3.682
O 3.400 2.834 -2.368
H 5.280 0.396 -2.334
H 4.170 0.992 -1.001
H 5.803 1.635 -1.200
C 1.024 2.083 -4.282
N 0.625 0.794 -4.936
O 1.511 -0.020 -5.088
O -0.538 0.601 -5.224
H 0.278 2.801 -4.611
H 2.001 2.337 -4.676
H 0.996 1.882 -3.216
C 0.146 4.212 -1.830
N -0.247 5.324 -0.921
O -0.002 5.263 0.272
O -0.880 6.222 -1.429
H 0.528 4.688 -2.729
H -0.705 3.563 -1.998
H 0.981 3.699 -1.358
C 2.666 -4.154 1.643
N 1.524 -4.897 1.001
O 0.402 -4.473 1.241
O 1.798 -5.732 0.175
H 3.210 -3.704 0.820
H 3.235 -4.896 2.196
H 2.218 -3.386 2.262
C 1.253 -1.081 4.734
N 1.817 -2.214 5.484
O 1.867 -2.154 6.692
O 2.151 -3.184 4.818
H 1.782 -1.040 3.787
H 1.450 -0.138 5.240
H 0.182 -1.226 4.637
O -0.766 -2.476 -1.155
C -0.520 -3.504 -1.796
O 0.458 -3.653 -2.623
C 1.409 -2.617 -2.868
C 2.726 -2.746 -2.116
C -1.472 -4.674 -1.776
H 0.930 -1.669 -2.605
H 1.627 -2.536 -3.930
H 2.835 -3.663 -1.527
H 2.867 -1.970 -1.360
H 3.580 -2.775 -2.789
H -2.029 -4.635 -0.843
H -0.843 -5.548 -1.932
H -2.231 -4.590 -2.554
O -2.358 -0.649 -2.237
C -2.765 -0.771 -3.397
O -3.700 -0.058 -3.942
C -4.383 0.957 -3.159
C -4.907 2.034 -4.068
C -2.209 -1.779 -4.346
H -3.781 1.364 -2.342
H -5.154 0.428 -2.590
H -5.879 1.729 -4.460
H -4.220 2.197 -4.895
H -5.124 2.954 -3.530
H -1.141 -1.978 -4.284
H -2.397 -1.474 -5.373
H -2.712 -2.738 -4.199
O -1.351 1.295 1.814
C -1.382 2.101 2.727
O -2.292 3.034 2.891
C -3.347 3.200 1.946
C -2.829 3.842 0.656
C -0.317 2.201 3.752
H -4.153 3.817 2.339
H -3.863 2.247 1.782
H -1.970 3.301 0.259
H -2.461 4.839 0.894
H -3.647 3.896 -0.060
H 0.631 2.176 3.209
H -0.276 1.282 4.343
H -0.433 3.057 4.405
O -2.211 -1.132 2.343
C -2.358 -1.417 3.525
O -1.944 -2.522 4.071
C -1.192 -3.483 3.306
C -1.149 -4.789 4.048
C -3.147 -0.601 4.497
H -0.211 -3.096 3.026
H -1.708 -3.645 2.352
H -0.820 -4.638 5.078
H -0.428 -5.468 3.598
H -2.137 -5.246 4.065
H -2.529 -0.416 5.374
H -3.977 -1.245 4.792
H -3.534 0.295 4.024
*
```

For the energy above the lowest of the compared OMol25 structures with the same formula, charge and spin, the calculation gives 0.0 kcal per mole. For the HOMO energy, the calculation gives -14.696 eV. As for the energy: -81000.7734 eV.

Atom charges from the Mulliken analysis, given in e for atoms 1 to 4:
1 Zr 1.19
2 O -0.30
3 C 0.68
4 C -0.82

---

[2]
DFT (ωB97M-V with the def2-TZVPD basis set) results for a molecular structure, C24H55AlCl22NO4P2.

Geometry as ORCA input:
```
! wB97M-V def2-TZVPD RIJCOSX def2/J DEFGRID3
* xyz -1 1
C 1.942 -2.250 4.704
N 0.485 -2.207 4.529
C -0.075 -3.442 3.915
Al 0.649 -3.938 2.074
P 2.492 -5.403 2.360
O 2.515 -6.502 1.271
P 1.380 -2.122 0.790
O 0.212 -1.175 0.509
O 1.954 -2.734 -0.702
O 2.674 -1.283 1.484
H 2.441 -3.131 4.219
H 2.147 -2.337 5.810
H 2.469 -1.330 4.340
H 0.167 -1.360 4.072
H -1.180 -3.280 3.799
H 0.042 -4.325 4.603
H -0.473 -4.815 1.331
H 3.762 -4.718 2.300
H 2.416 -5.931 3.703
H 2.585 -2.095 -1.071
H 3.293 -1.926 1.866
Cl 2.979 1.225 -0.746
C 1.364 1.850 -0.326
C 1.373 3.345 -0.101
Cl 2.259 3.798 1.382
H 1.015 1.310 0.554
H 0.704 1.605 -1.157
H 0.350 3.705 0.018
H 1.824 3.876 -0.938
Cl 6.797 -9.238 -1.057
C 5.203 -8.591 -0.580
C 5.248 -7.099 -0.354
Cl 6.179 -6.664 1.099
H 4.870 -9.122 0.311
H 4.513 -8.820 -1.392
H 4.235 -6.717 -0.202
H 5.685 -6.580 -1.205
Cl -2.644 6.474 1.681
C -0.864 6.494 1.766
C -0.247 7.312 0.653
Cl -0.450 6.543 -0.942
H -0.512 5.462 1.746
H -0.599 6.926 2.731
H 0.826 7.411 0.820
H -0.679 8.311 0.604
Cl 1.992 -4.706 -5.502
C 2.237 -3.855 -3.953
C 3.700 -3.755 -3.586
Cl 4.394 -5.339 -3.164
H 1.667 -4.376 -3.186
H 1.816 -2.856 -4.071
H 3.817 -3.115 -2.711
H 4.290 -3.333 -4.399
Cl -5.573 5.129 -3.881
C -5.213 5.315 -2.141
C -3.752 5.612 -1.891
Cl -2.711 4.213 -2.257
H -5.528 4.409 -1.635
H -5.831 6.148 -1.774
H -3.598 5.851 -0.839
H -3.406 6.456 -2.486
Cl 5.778 -10.350 -6.725
C 5.464 -8.596 -6.666
C 6.450 -7.870 -5.779
Cl 6.224 -8.263 -4.059
H 4.439 -8.448 -6.330
H 5.545 -8.227 -7.689
H 6.310 -6.792 -5.878
H 7.479 -8.106 -6.047
Cl 2.810 4.205 -4.132
C 2.490 5.957 -4.126
C 3.420 6.701 -3.194
Cl 3.086 6.329 -1.485
H 1.446 6.109 -3.854
H 2.632 6.309 -5.148
H 3.286 7.776 -3.317
H 4.464 6.463 -3.393
Cl -5.365 4.273 1.000
C -6.608 3.380 1.912
C -7.398 2.443 1.023
Cl -8.459 3.295 -0.141
H -7.244 4.104 2.408
H -6.086 2.806 2.679
H -8.048 1.813 1.631
H -6.733 1.798 0.451
Cl -5.983 7.583 -0.293
C -7.372 7.944 0.763
C -6.945 8.494 2.106
Cl -6.131 7.266 3.105
H -7.957 7.033 0.872
H -7.983 8.681 0.239
H -7.821 8.827 2.664
H -6.269 9.342 1.994
Cl 5.826 -9.720 3.965
C 7.388 -9.568 3.124
C 7.755 -10.824 2.368
Cl 8.143 -12.180 3.461
H 8.146 -9.310 3.863
H 7.293 -8.736 2.427
H 8.642 -10.644 1.761
H 6.949 -11.143 1.708
Cl -9.469 5.151 2.101
C -11.144 5.685 2.387
C -11.254 7.190 2.489
Cl -10.489 7.820 3.969
H -11.506 5.194 3.289
H -11.738 5.328 1.544
H -12.303 7.482 2.526
H -10.792 7.683 1.634
*
```

For the HOMO energy, the calculation gives -4.662 eV. As for the energy: -336135.3098 eV.

Atom charges from the Mulliken analysis, given in e for atoms 1 to 4:
1 C -0.45
2 N -0.43
3 C -0.54
4 Al -0.01

---

[3]
DFT (ωB97M-V with the def2-TZVPD basis set) results for 4 unconnected molecules or ions with the total composition C24H55ClFN7O8PS.

Geometry as ORCA input:
```
! wB97M-V def2-TZVPD RIJCOSX def2/J DEFGRID3
* xyz 1 1
C 0.166 4.032 1.938
N 0.569 2.631 2.026
C 0.053 1.546 2.625
N -1.027 1.546 3.441
F -1.282 0.296 3.948
P -2.102 2.761 4.061
S -1.243 4.164 5.020
N 0.762 0.448 2.359
C 1.753 0.868 1.608
Cl 2.961 -0.127 0.996
N 1.709 2.180 1.381
C 2.609 3.047 0.638
C 3.303 4.113 1.494
O 2.981 5.395 0.970
C 3.009 6.425 1.896
O 3.973 7.083 2.103
H 0.515 4.595 2.802
H 0.577 4.444 1.018
H -0.919 4.094 1.883
H -2.934 1.862 4.727
H -2.847 3.119 2.931
H 2.073 3.518 -0.189
H 3.341 2.368 0.199
H 4.385 3.967 1.448
H 2.996 4.038 2.545
H 2.025 6.606 2.360
C 5.422 0.680 7.833
O 5.855 1.709 6.964
C 5.800 1.390 5.585
C 4.767 2.245 4.884
N 3.420 1.899 5.317
C 2.381 2.802 4.861
C 2.419 4.261 5.310
O 2.165 4.452 6.676
C 3.293 4.358 7.533
H 5.648 1.003 8.847
H 4.345 0.492 7.755
H 5.951 -0.256 7.636
H 5.580 0.327 5.444
H 6.781 1.596 5.149
H 4.845 2.080 3.803
H 5.024 3.296 5.079
H 3.401 1.858 6.329
H 1.418 2.391 5.182
H 2.384 2.791 3.757
H 1.604 4.769 4.779
H 3.352 4.760 5.013
H 4.201 4.708 7.036
H 3.457 3.338 7.888
H 3.096 4.993 8.395
C -2.043 -4.906 -0.072
O -1.054 -3.990 -0.494
C -1.032 -3.747 -1.897
C -1.434 -2.327 -2.208
N -2.844 -2.099 -1.914
C -3.260 -0.707 -1.984
C -2.631 0.271 -0.999
O -3.004 0.064 0.354
C -2.277 -0.933 1.048
H -1.866 -5.109 0.982
H -3.059 -4.510 -0.190
H -1.977 -5.848 -0.626
H -1.684 -4.452 -2.421
H -0.010 -3.909 -2.249
H -1.264 -2.142 -3.271
H -0.770 -1.662 -1.633
H -3.058 -2.465 -0.995
H -4.343 -0.668 -1.841
H -3.059 -0.340 -2.997
H -2.983 1.274 -1.253
H -1.536 0.278 -1.085
H -1.245 -1.006 0.690
H -2.739 -1.921 0.983
H -2.265 -0.656 2.100
C -1.994 -5.802 -9.561
O -2.517 -4.492 -9.625
C -3.931 -4.410 -9.503
C -4.322 -3.718 -8.217
N -3.981 -4.531 -7.061
C -4.137 -3.867 -5.775
C -3.273 -2.646 -5.485
O -1.889 -2.934 -5.353
C -1.149 -2.984 -6.558
H -0.935 -5.737 -9.805
H -2.100 -6.247 -8.564
H -2.481 -6.462 -10.285
H -4.376 -5.409 -9.552
H -4.308 -3.828 -10.348
H -5.403 -3.547 -8.223
H -3.833 -2.733 -8.212
H -3.026 -4.852 -7.157
H -3.936 -4.604 -4.993
H -5.185 -3.570 -5.666
H -3.586 -2.254 -4.514
H -3.417 -1.850 -6.226
H -1.552 -2.295 -7.305
H -1.122 -3.988 -6.990
H -0.125 -2.691 -6.326
*
```

For the HOMO energy, the calculation gives -9.955 eV. As for the energy: -87940.7125 eV.

Atom charges from the Mulliken analysis, given in e for atoms 1 to 4:
1 C -0.81
2 N 0.41
3 C 0.10
4 N 0.61

---

[4]
DFT (ωB97M-V with the def2-TZVPD basis set) results for a molecular structure, C24H55Li2N18O22.

Geometry as ORCA input:
```
! wB97M-V def2-TZVPD RIJCOSX def2/J DEFGRID3
* xyz -3 1
Li -4.501 -1.109 -1.668
Li 3.179 0.806 -0.560
C 3.119 5.568 -1.868
C 1.743 5.680 -1.671
C 0.998 4.619 -0.877
O -0.291 4.547 -0.941
C 1.699 3.577 -0.267
C 3.142 3.560 -0.274
C 3.915 4.609 -1.192
O 5.136 4.475 -1.311
O 3.793 2.606 0.171
O 1.159 6.635 -2.263
H 3.612 6.233 -2.564
H 1.275 2.746 0.280
C -0.580 0.039 1.189
C -1.659 -0.519 0.582
C -1.544 -1.273 -0.723
O -2.536 -1.940 -1.207
C -0.422 -1.170 -1.507
C 0.747 -0.535 -0.938
C 0.726 -0.018 0.578
O 1.815 0.156 1.114
O 1.791 -0.415 -1.560
O -2.798 -0.335 1.176
H -0.713 0.607 2.095
H -0.387 -1.822 -2.370
O 4.768 -0.394 -0.423
H 4.494 -0.164 0.477
O 2.845 -2.868 -1.852
H 2.543 -1.961 -2.026
H 2.013 -3.377 -1.818
O -1.170 -3.411 -4.293
H -0.752 -3.681 -3.462
H -0.499 -3.578 -4.962
O -4.390 -1.283 -3.777
H -4.819 -1.236 -4.634
H -3.491 -1.589 -3.966
C -6.400 1.001 0.686
O -7.608 0.793 0.546
N -5.497 -0.003 0.724
N -5.865 2.163 1.135
H -5.728 -0.954 0.518
H -4.575 0.269 1.038
H -6.514 2.914 1.282
H -4.897 2.251 1.389
C -0.137 0.004 5.322
O -0.100 -0.310 6.515
N -1.252 -0.275 4.576
N 0.961 0.394 4.655
H -2.041 -0.661 5.060
H -1.350 -0.070 3.596
H 1.036 0.327 3.650
H 1.675 0.836 5.202
C -0.629 0.495 -5.134
O -0.646 1.493 -5.877
N -1.505 -0.520 -5.409
N 0.187 0.298 -4.113
H -2.049 -0.532 -6.248
H -1.331 -1.375 -4.895
H 0.036 -0.368 -3.371
H 0.796 1.056 -3.829
C -2.686 -3.929 2.918
O -3.008 -5.097 3.152
N -3.433 -3.118 2.114
N -1.575 -3.366 3.418
H -4.272 -3.585 1.822
H -3.074 -2.278 1.671
H -0.782 -3.881 3.754
H -1.332 -2.451 3.066
C -2.991 1.754 -1.826
O -3.855 0.874 -1.714
N -2.409 2.423 -0.813
N -2.537 2.068 -3.064
H -2.812 2.270 0.094
H -1.532 2.930 -0.921
H -1.738 2.658 -3.226
H -3.057 1.673 -3.825
C -1.873 4.844 1.939
O -2.726 5.004 2.830
N -0.965 3.852 1.999
N -1.880 5.547 0.779
H -1.012 3.111 2.671
H -0.317 3.806 1.232
H -1.054 5.552 0.117
H -2.413 6.370 1.028
C 3.445 1.969 -3.596
O 3.870 1.486 -2.567
N 4.190 2.031 -4.734
N 2.221 2.564 -3.717
H 3.927 2.503 -5.577
H 5.150 1.790 -4.548
H 1.648 2.589 -2.888
H 2.128 3.219 -4.471
C 4.439 0.517 3.797
O 4.609 -0.430 3.043
N 4.942 0.503 5.066
N 3.781 1.627 3.415
H 4.810 1.275 5.695
H 5.711 -0.128 5.198
H 3.380 1.658 2.488
H 3.634 2.319 4.126
C -0.116 -4.995 -1.485
O 0.620 -4.545 -2.375
N -0.051 -6.261 -1.009
N -1.219 -4.310 -1.101
H 0.818 -6.671 -0.722
H -0.905 -6.595 -0.598
H -1.466 -3.345 -1.280
H -1.901 -4.857 -0.603
C 1.229 -4.352 1.677
C 1.928 -3.238 2.426
C 2.787 -3.850 3.562
O 2.873 -2.672 1.562
H 1.929 -5.079 1.261
H 0.855 -3.861 0.773
H 0.456 -4.818 2.286
H 1.216 -2.508 2.825
H 2.147 -3.972 4.444
H 3.576 -3.146 3.836
H 3.332 -4.752 3.284
H 2.815 -1.708 1.590
*
```

For the HOMO energy, the calculation gives 1.241 eV. As for the energy: -98068.7570 eV.

Atom charges from the Mulliken analysis, given in e for atoms 1 to 4:
1 Li 0.80
2 Li 0.56
3 C -0.82
4 C 0.47